111
Properties=species:S:1:pos:R:3 method="wB97M-V/def2-TZVPD" homo_energy_ha=-0.2688 e_lumo_ev=0.4 gap_ev=7.7
C -1.40 4.82 -3.65
C -0.94 3.67 -2.70
N 0.21 3.96 -1.82
C -0.06 5.12 -0.99
C -1.20 5.09 0.02
C 0.64 2.75 -1.12
C 1.89 2.96 -0.24
H -2.19 4.45 -4.30
H -0.57 5.17 -4.26
H -1.83 5.71 -3.18
H -1.81 3.39 -2.12
H -0.65 2.86 -3.37
H 0.87 5.43 -0.51
H -0.27 5.98 -1.63
H -1.26 6.07 0.51
H -2.17 4.86 -0.40
H -0.96 4.32 0.75
H 0.71 1.96 -1.86
H -0.20 2.47 -0.49
H 1.74 3.48 0.71
H 2.65 3.55 -0.77
H 2.37 1.99 -0.19
C 0.69 -1.65 1.36
C 0.15 -2.85 2.14
N -0.49 -3.89 1.27
C -1.67 -3.41 0.50
C -2.75 -2.84 1.39
C 0.48 -4.60 0.52
C -0.04 -5.93 -0.01
H 1.67 -1.87 0.95
H 0.92 -0.83 2.04
H 0.03 -1.23 0.60
H 0.91 -3.29 2.79
H -0.52 -2.52 2.94
H -1.38 -2.68 -0.26
H -2.15 -4.22 -0.06
H -2.33 -2.07 2.04
H -3.55 -2.43 0.78
H -3.10 -3.58 2.10
H 1.34 -4.81 1.17
H 0.85 -4.00 -0.31
H 0.65 -6.59 -0.52
H -0.78 -5.82 -0.81
H -0.55 -6.54 0.73
C 2.91 -0.47 -5.08
C 1.52 -0.97 -4.67
N 1.50 -1.48 -3.24
C 1.95 -0.58 -2.18
C 1.11 0.77 -2.03
C 0.15 -2.04 -3.10
C -0.21 -2.68 -1.67
H 3.00 -0.10 -6.10
H 3.56 -1.35 -5.05
H 3.34 0.26 -4.39
H 0.79 -0.17 -4.81
H 1.26 -1.74 -5.39
H 1.83 -1.18 -1.27
H 3.03 -0.49 -2.14
H 0.03 0.63 -1.93
H 1.41 1.24 -1.09
H 1.26 1.50 -2.82
H 0.02 -2.95 -3.68
H -0.69 -1.39 -3.35
H -0.87 -3.55 -1.68
H -0.63 -1.87 -1.09
H 0.76 -3.05 -1.34
C -0.96 0.78 0.76
Cl -1.50 -0.13 2.17
Cl 0.71 1.33 1.01
Cl -1.16 -0.29 -0.63
Cl -1.95 2.21 0.58
N -3.94 0.13 -1.28
C -3.95 0.30 0.13
C -4.44 -0.85 0.68
C -4.82 -1.68 -0.39
C -4.60 -1.02 -1.60
H -3.73 0.78 -2.02
H -3.60 1.23 0.54
H -4.60 -1.08 1.72
H -5.35 -2.62 -0.37
H -4.82 -1.22 -2.64
N 1.05 -0.82 4.22
C 0.99 -2.03 4.85
C -0.31 -2.51 5.01
C -1.01 -1.39 4.57
C -0.24 -0.42 4.02
H 1.80 -0.20 3.96
H 1.92 -2.57 4.91
H -0.75 -3.41 5.43
H -2.09 -1.38 4.57
H -0.61 0.49 3.58
N 4.70 -0.10 -1.19
C 3.83 0.85 -0.69
C 2.88 0.26 0.18
C 3.15 -1.11 0.15
C 4.29 -1.27 -0.60
H 5.56 0.03 -1.70
H 4.08 1.88 -0.87
H 2.21 0.76 0.86
H 2.62 -1.90 0.68
H 4.77 -2.18 -0.93
N 0.16 2.53 4.96
C 1.04 2.67 3.89
C 0.30 2.95 2.75
C -1.06 3.09 3.15
C -1.08 2.79 4.52
H 0.37 2.54 5.94
H 2.11 2.54 4.00
H 0.80 3.16 1.81
H -1.85 3.26 2.43
H -1.90 2.91 5.21

***

10
Properties=species:S:1:pos:R:3 method="wB97M-V/def2-TZVPD" de_lowest_ev=4.638 homo_energy_ha="-0.3294 / -0.3401" e_lumo_ev="-0.6 / -0.2" gap_ev="8.4 / 9.0"
O 0.97 0.79 0.01
C -0.12 0.09 -0.49
C -0.76 -1.00 0.37
C -0.47 -2.75 -0.02
F -1.34 -3.59 0.49
F -0.29 -2.89 -1.30
H 0.78 1.02 0.93
H 0.05 -0.65 -1.36
H -0.97 0.81 -0.76
H -0.71 -0.90 1.49

***

95
Properties=species:S:1:pos:R:3 method="wB97M-V/def2-TZVPD" de_lowest_ev=0.436 total_charge=+1 homo_energy_ha=-0.3514 e_lumo_ev=-2.2 gap_ev=7.3
Sn 0.72 -0.99 0.51
C -0.21 -1.49 3.74
C -0.63 -0.05 4.07
C 0.20 1.06 3.48
C 0.54 2.15 4.28
C 1.28 3.19 3.73
C 1.67 3.10 2.40
C 1.28 1.98 1.69
N 0.55 1.00 2.20
N -0.63 -2.06 2.44
C -2.06 -1.93 2.25
C -2.55 -2.26 0.86
C -3.91 -2.38 0.64
C -4.37 -2.59 -0.65
C -3.43 -2.70 -1.67
C -2.09 -2.59 -1.35
N -1.66 -2.36 -0.12
C -0.29 -3.49 2.42
C 1.03 -3.86 1.81
C 1.94 -4.66 2.49
C 3.05 -5.14 1.82
C 3.22 -4.81 0.49
C 2.31 -3.95 -0.09
N 1.25 -3.47 0.55
H -0.62 -2.13 4.53
H 0.88 -1.55 3.77
H -0.57 0.04 5.16
H -1.68 0.13 3.81
H 0.24 2.19 5.31
H 1.56 4.03 4.34
H 2.26 3.87 1.94
H 1.59 1.85 0.66
H -2.35 -0.89 2.41
H -2.61 -2.55 2.97
H -4.60 -2.29 1.46
H -5.42 -2.68 -0.85
H -3.75 -2.87 -2.69
H -1.32 -2.70 -2.10
H -1.04 -4.00 1.82
H -0.33 -3.90 3.44
H 1.78 -4.88 3.53
H 3.78 -5.75 2.34
H 4.05 -5.20 -0.08
H 2.43 -3.61 -1.11
C 0.91 -0.91 -3.04
C 2.27 -0.54 -2.54
C 3.23 -0.09 -3.45
C 4.51 0.15 -3.02
C 4.84 -0.04 -1.66
C 6.13 0.19 -1.17
C 6.40 -0.02 0.16
C 5.39 -0.44 1.02
C 4.09 -0.64 0.58
S 2.92 -1.10 1.78
C 3.79 -0.46 -0.79
N 2.54 -0.69 -1.25
H 0.64 -0.31 -3.90
H 0.16 -0.79 -2.26
H 0.93 -1.95 -3.35
H 2.95 0.07 -4.48
H 5.27 0.47 -3.71
H 6.89 0.53 -1.85
H 7.39 0.17 0.55
H 5.59 -0.59 2.07
C -4.25 1.48 -3.26
C -2.93 2.22 -3.13
C -2.09 2.02 -4.38
Sb -1.78 1.52 -1.37
C -3.20 2.30 0.14
C -2.48 2.60 1.44
C -4.32 1.30 0.41
C -0.36 3.22 -1.29
C -1.01 4.54 -1.69
C 0.88 2.95 -2.11
H -4.72 1.72 -4.22
H -4.94 1.76 -2.47
H -4.10 0.40 -3.23
H -3.12 3.28 -2.99
H -1.82 0.97 -4.49
H -1.18 2.61 -4.35
H -2.66 2.30 -5.27
H -3.63 3.22 -0.27
H -1.97 1.71 1.80
H -3.18 2.92 2.21
H -1.74 3.39 1.32
H -3.91 0.36 0.78
H -4.89 1.09 -0.49
H -5.00 1.69 1.16
H -0.08 3.28 -0.24
H -1.26 4.55 -2.75
H -0.31 5.37 -1.51
H -1.91 4.72 -1.11
H 0.67 2.97 -3.18
H 1.32 1.98 -1.86
H 1.64 3.72 -1.92

***

14
Properties=species:S:1:pos:R:3 method="wB97M-V/def2-TZVPD" de_lowest_ev=6.584 total_charge=+1 homo_energy_ha=-0.5539 e_lumo_ev=-3.7 gap_ev=11.3
C -1.14 -0.15 -1.25
C 0.84 -0.05 0.28
C 0.74 0.81 1.48
N -0.42 -0.85 -0.06
O -0.06 0.06 -2.10
O 0.79 0.83 -1.28
H -2.05 -0.64 -1.75
H -1.64 0.75 -0.64
H 1.63 -0.74 -0.02
H 1.30 0.17 2.12
H -0.19 1.10 1.73
H 1.37 1.69 1.09
H -0.94 -1.18 0.76
H -0.23 -1.80 -0.36

***

66
Properties=species:S:1:pos:R:3 method="wB97M-V/def2-TZVPD" de_lowest_ev=0.508 multiplicity=2 total_charge=-1 homo_energy_ha="-0.1175 / -0.1825" e_lumo_ev="2.1 / 1.9" gap_ev="5.3 / 6.9"
Ta -1.32 1.37 -0.39
O -0.52 2.71 -1.40
C 0.08 2.97 -2.57
C 0.49 4.26 -2.86
C 1.15 4.52 -4.04
C 1.41 3.48 -4.94
C 0.98 2.20 -4.66
C 0.28 1.91 -3.47
C -0.21 0.60 -3.23
N -0.94 0.25 -2.15
N -1.41 -1.05 -2.18
C -2.00 -1.33 -1.07
O -2.06 -0.41 -0.12
C -2.68 -2.62 -0.84
C -3.27 -2.86 0.39
C -3.90 -4.07 0.63
C -3.94 -5.05 -0.36
C -3.34 -4.80 -1.59
C -2.71 -3.59 -1.83
H 0.28 5.03 -2.12
H 1.48 5.53 -4.26
H 1.94 3.68 -5.87
H 1.17 1.40 -5.37
H -0.03 -0.18 -3.96
H -3.21 -2.10 1.16
H -4.36 -4.26 1.59
H -4.44 -5.99 -0.18
H -3.36 -5.56 -2.36
H -2.23 -3.39 -2.78
S -1.29 5.47 0.58
Sb -2.26 3.67 1.51
S -3.43 2.43 -0.36
S -0.44 1.71 1.78
C -1.29 -0.51 5.50
C 0.03 -0.92 5.45
C 0.54 -1.37 4.24
C -0.30 -1.40 3.13
N -1.57 -1.02 3.18
C -2.05 -0.58 4.34
C 0.22 -1.92 1.83
C 0.06 -3.29 1.62
C 0.45 -3.89 0.42
C 1.02 -3.10 -0.57
C 1.21 -1.75 -0.34
C 0.82 -1.12 0.85
H -1.73 -0.14 6.42
H 0.66 -0.89 6.33
H 1.57 -1.69 4.15
H -3.08 -0.27 4.34
H -0.40 -3.89 2.39
H 0.29 -4.94 0.27
H 1.30 -3.54 -1.52
H 1.67 -1.15 -1.12
O 2.39 0.67 1.84
B 1.30 0.39 0.97
O 1.51 1.11 -0.26
C 2.57 1.94 -0.02
C 3.11 2.90 -0.84
C 4.22 3.60 -0.35
C 4.74 3.33 0.91
C 4.18 2.36 1.73
C 3.09 1.68 1.25
H 2.69 3.10 -1.81
H 4.67 4.37 -0.96
H 5.60 3.89 1.26
H 4.58 2.13 2.71